[1]
The following is a DFT calculation (ωB97M-V with the def2-TZVPD basis set) of 3 unconnected molecules or ions with the total composition C24H54N3O2 at a distorted geometry.

Each line ends with the Mulliken charge.
Geometry (Å):
O: 0.746 -1.161 3.199  -0.357
O: -3.366 -1.484 0.114  -0.653
N: 4.745 -1.435 -1.670  0.179
N: -3.457 5.020 -1.541  0.105
N: -2.168 -0.215 1.962  0.381
C: -3.288 -2.701 2.373  -0.065
C: 5.740 -1.243 -0.606  -0.424
C: -1.743 -4.878 2.967  -0.267
C: -3.265 6.270 -2.289  -0.675
C: -4.771 4.938 -0.894  -0.363
C: 0.998 -5.022 2.629  -0.520
C: 5.302 -1.770 -2.982  -0.701
C: -0.443 -5.789 2.448  -0.694
C: -2.416 -3.966 1.781  -0.595
C: -3.017 0.511 3.021  -0.749
C: 1.466 -4.115 1.346  -0.496
C: 2.322 -2.833 1.968  -0.248
C: 6.608 0.010 -0.664  -1.081
C: 2.517 -0.703 -2.590  -1.474
C: -1.739 0.773 0.898  -0.624
C: -4.927 3.771 0.079  -1.339
C: 5.952 -0.643 -3.778  -0.964
C: -2.920 -1.398 1.394  0.128
C: 1.631 -0.492 4.175  -0.704
C: 3.692 -0.414 -1.657  0.026
C: -4.155 6.515 -3.504  -0.949
C: -3.001 3.813 -2.233  -0.099
C: 1.474 -1.406 1.913  -0.179
C: -3.873 3.281 -3.365  -1.088
H: -0.432 -6.730 3.181  0.336
H: -2.525 1.649 0.710  -0.093
H: 4.505 -2.206 -3.595  0.397
H: -1.502 -3.456 1.228  -0.462
H: -4.436 -2.921 2.169  0.249
H: -3.617 2.236 -3.567  0.448
H: 1.563 -1.076 5.212  0.223
H: -2.881 3.015 -1.490  -0.216
H: 2.822 -0.721 -3.640  0.362
H: 5.384 0.290 -3.732  0.244
H: 2.761 -0.459 3.862  0.284
H: -4.092 7.567 -3.800  0.391
H: -0.600 -6.235 1.371  0.274
H: -0.758 1.329 1.286  0.253
H: -5.208 6.298 -3.303  0.267
H: -2.267 0.994 3.811  0.189
H: -3.702 3.831 -4.294  0.295
H: 6.971 -0.448 -3.437  0.276
H: -3.405 7.107 -1.593  0.401
H: 2.175 -4.724 0.609  0.362
H: 0.669 -1.380 1.064  0.160
H: 0.595 -3.696 0.686  0.249
H: 7.106 0.157 0.301  0.442
H: 4.090 0.578 -1.902  0.214
H: -4.179 3.818 0.877  0.282
H: 7.397 -0.079 -1.413  0.237
H: 3.280 -0.346 -0.643  0.120
H: -5.580 4.882 -1.633  0.239
H: 5.212 -1.246 0.356  0.058
H: 1.035 -4.435 3.666  0.201
H: 2.041 -1.657 -2.344  0.293
H: 6.396 -2.124 -0.563  0.446
H: 3.306 -2.706 1.315  -0.084
H: -3.834 5.926 -4.365  0.222
H: 6.022 -0.930 -4.831  0.369
H: -1.985 3.973 -2.615  0.369
H: 6.027 -2.587 -2.872  0.351
H: -1.465 0.295 -0.138  0.281
H: 6.028 0.914 -0.869  0.250
H: 2.241 -0.526 1.708  0.256
H: 1.764 0.086 -2.487  0.421
H: -3.692 1.348 2.545  0.142
H: -1.462 -4.282 3.946  0.122
H: -3.054 -2.430 3.492  0.212
H: 2.633 -3.066 3.090  0.341
H: -3.682 -0.248 3.647  0.375
H: -4.940 3.315 -3.130  0.222
H: -2.562 -5.683 3.285  0.253
H: 1.819 -5.881 2.746  0.237
H: -4.845 2.804 -0.424  0.294
H: -2.214 6.345 -2.602  0.340
H: 1.285 0.619 4.401  0.211
H: -5.918 3.810 0.543  0.458
H: -4.936 5.856 -0.316  0.423

Its total charge is -1. As for the lowest unoccupied orbital energy: 2.5 eV. The HOMO energy is -1.5 eV. For the gap between HOMO and LUMO, the calculation gives 4.01 eV.

***

[2]
The following is a DFT calculation (ωB97M-V with the def2-TZVPD basis set) of 10 unconnected molecules or ions with the total composition C24H54O10 at a distorted geometry.

Each line ends with the Mulliken charge.
Geometry (Å):
O: 5.257 3.525 3.493  -0.570
O: 0.273 2.756 4.428  -0.456
O: -0.541 2.841 1.277  -0.641
O: -0.616 -2.550 0.031  -0.429
O: -2.854 0.938 -3.629  -0.378
O: -2.588 -1.486 4.828  -0.525
O: 1.349 2.364 -3.480  -0.590
O: 1.748 -2.823 3.050  -0.581
O: 2.984 0.872 -0.890  -0.413
O: -7.440 -0.035 0.877  -0.558
C: -1.636 1.342 -0.252  -0.649
C: 3.820 0.351 -1.614  0.937
C: -2.201 1.945 -5.684  -1.086
C: -5.404 -0.996 0.154  -0.687
C: 5.617 1.410 2.457  -0.518
C: 4.816 1.221 -2.279  -1.135
C: -3.199 1.463 -4.659  0.829
C: 0.119 0.541 1.343  0.798
C: 0.828 1.082 -3.769  -0.048
C: 3.880 -1.135 -1.807  -1.036
C: -7.440 -0.639 -1.396  -0.984
C: 2.697 -2.107 2.851  0.623
C: -4.660 1.562 -5.044  -1.177
C: 3.373 2.075 3.439  -0.301
C: 3.142 -1.633 1.484  -0.099
C: -0.513 -2.827 -1.134  0.917
C: -0.437 1.702 5.099  -0.454
C: -0.637 1.738 0.797  0.508
C: 4.811 2.459 3.180  0.516
C: -2.332 -2.159 3.601  -0.213
C: 3.644 -1.753 3.960  -1.084
C: -6.815 -0.532 -0.033  0.613
C: -1.472 -2.292 -2.165  -0.814
C: 0.610 -3.695 -1.660  -1.310
H: -2.513 2.671 -6.428  0.406
H: 1.110 -4.187 -0.825  0.293
H: -1.860 -3.127 -2.754  0.520
H: 2.940 1.485 2.628  -0.190
H: 5.353 1.417 1.392  -0.106
H: -4.787 2.327 -5.805  0.338
H: 0.793 0.842 2.152  -0.204
H: -7.471 0.389 -1.771  0.238
H: -1.498 -2.864 3.565  0.309
H: 5.488 0.399 2.836  0.165
H: -1.312 2.081 5.636  0.276
H: -2.068 -1.428 2.835  -0.200
H: 3.233 1.489 4.347  0.287
H: -5.324 -2.062 -0.077  0.344
H: -5.209 1.790 -4.128  0.281
H: -4.728 -0.459 -0.516  0.113
H: 0.456 0.542 -2.896  0.035
H: 4.264 -1.302 -2.817  0.567
H: -3.227 -2.696 3.285  0.284
H: -1.809 1.028 -6.137  0.281
H: -2.560 1.919 -0.141  0.452
H: 5.531 0.635 -2.858  0.409
H: -0.291 2.934 3.665  0.286
H: 3.347 -2.284 4.868  0.381
H: -1.308 2.391 -5.242  0.259
H: 1.279 -3.126 -2.303  0.233
H: 4.336 1.916 -2.973  0.280
H: 4.560 -1.573 -1.075  0.306
H: 4.194 -1.374 1.425  0.344
H: 2.918 -1.637 -1.752  -0.185
H: 1.747 2.382 -2.603  0.349
H: 6.685 1.645 2.417  0.375
H: 0.763 0.130 0.564  -0.082
H: -1.876 0.285 -0.163  0.009
H: 2.561 -0.739 1.234  -0.228
H: -0.899 -1.716 -2.900  0.179
H: -2.041 -1.913 5.494  0.312
H: -6.902 -1.223 -2.142  0.288
H: 2.820 -2.351 0.728  0.211
H: -8.455 -1.024 -1.325  0.346
H: -1.333 1.588 -1.273  0.127
H: -2.250 -1.675 -1.731  -0.013
H: -0.766 0.974 4.353  0.109
H: 4.656 -2.132 3.788  0.364
H: 0.244 1.266 5.827  0.262
H: 5.323 1.845 -1.544  0.275
H: 3.711 -0.685 4.162  0.037
H: -5.080 0.617 -5.390  0.279
H: -5.101 -0.839 1.187  0.290
H: 0.025 1.137 -4.496  -0.129
H: 2.805 3.003 3.482  0.372
H: 0.232 -4.529 -2.259  0.473
H: -0.539 -0.197 1.797  -0.328
H: 1.645 0.488 -4.199  0.312

For the energy above the lowest of the compared OMol25 structures with the same formula, charge and spin, the calculation gives 0.223 eV. As for the lowest unoccupied orbital energy: 0.2 eV. The HOMO energy is -9.4 eV. For the gap between HOMO and LUMO, the calculation gives 9.67 eV. As for the structure (SMILES): CC(C)=O.CC(C)=O.CC(C)=O.CC(C)=O.CC(C)=O.CC(C)=O.CC(C)=O.CO.CO.CO.

***

- Among the records above, which one has the highest lowest unoccupied orbital energy?
  C24H54N3O2